Here is 9 unconnected molecules or ions with the total composition C25H68O9 from the Open Molecules 2025 dataset. Energies are from ωB97M-V/def2-TZVPD.

XYZ file:
```
102
Properties=species:S:1:pos:R:3
C 3.757 45.414 28.601
C 4.615 46.676 28.768
C 4.533 47.324 30.132
O 5.970 46.417 28.443
H 3.737 45.200 27.533
H 2.716 45.558 28.904
H 4.160 44.622 29.234
H 4.238 47.435 28.064
H 4.959 48.327 30.070
H 4.971 46.738 30.939
H 3.481 47.488 30.386
H 5.998 46.059 27.537
C 0.346 40.518 26.434
C 1.153 41.264 27.498
C 2.221 42.178 26.956
O 0.254 42.143 28.201
H -0.307 39.769 26.879
H 1.016 40.073 25.694
H -0.299 41.245 25.937
H 1.515 40.549 28.245
H 1.830 42.687 26.068
H 3.150 41.715 26.628
H 2.449 42.980 27.657
H -0.526 41.708 28.549
C 7.692 44.482 24.770
C 6.214 44.291 25.126
C 6.054 43.150 26.120
O 5.770 45.489 25.772
H 8.256 43.598 24.458
H 8.226 44.926 25.611
H 7.786 45.183 23.934
H 5.634 44.154 24.206
H 6.433 43.450 27.097
H 6.555 42.252 25.758
H 5.006 42.888 26.285
H 5.973 46.229 25.158
C 5.593 45.688 21.162
C 4.646 46.830 20.890
C 3.334 46.649 21.614
O 5.213 48.094 21.283
H 5.105 44.746 20.894
H 5.821 45.558 22.227
H 6.570 45.743 20.680
H 4.411 46.815 19.816
H 3.565 46.419 22.663
H 2.799 45.802 21.183
H 2.664 47.505 21.646
H 5.773 48.421 20.571
C 9.946 45.520 21.313
C 10.268 44.583 20.161
C 10.308 45.314 18.822
O 11.573 44.047 20.442
H 8.955 45.971 21.156
H 10.625 46.372 21.384
H 9.910 45.038 22.293
H 9.536 43.775 20.101
H 9.441 45.974 18.790
H 10.179 44.593 18.016
H 11.241 45.866 18.739
H 11.591 43.634 21.308
C 4.715 40.108 28.394
C 5.866 39.635 29.274
C 5.722 38.149 29.624
O 7.114 39.832 28.609
H 4.796 41.187 28.241
H 3.752 39.945 28.878
H 4.741 39.632 27.412
H 5.904 40.184 30.213
H 6.324 37.900 30.498
H 5.979 37.498 28.789
H 4.694 37.909 29.916
H 7.068 39.381 27.760
C 7.652 42.609 21.626
C 7.359 41.484 20.654
C 7.402 40.137 21.369
O 6.081 41.699 20.060
H 8.588 42.568 22.192
H 6.939 42.617 22.469
H 7.535 43.633 21.269
H 8.068 41.533 19.824
H 6.729 40.206 22.228
H 8.407 39.941 21.748
H 7.102 39.319 20.719
H 5.436 41.809 20.770
C 7.699 48.505 25.636
C 7.095 48.770 24.273
C 8.136 48.864 23.179
O 6.220 47.643 24.022
H 6.928 48.363 26.396
H 8.328 49.314 26.015
H 8.308 47.601 25.629
H 6.443 49.652 24.257
H 8.733 49.778 23.189
H 7.748 48.757 22.165
H 8.832 48.024 23.290
H 5.976 47.627 23.079
C 9.313 41.870 27.386
O 10.747 41.936 27.331
H 8.982 42.864 27.105
H 8.939 41.113 26.695
H 8.990 41.633 28.400
H 11.087 41.038 27.382
```

Output
frontier orbital gap	9.58	eV
electronic energy	-1670.4209	Eh
HOMO energy	-9.317	eV
maximum force	1.78	eV Å⁻¹
SMILES string	CC(C)O.CC(C)O.CC(C)O.CC(C)O.CC(C)O.CC(C)O.CC(C)O.CC(C)O.CO

These are the Löwdin partial charges, in e, on atoms 1 to 8: C -0.06; C -0.51; C -0.06; O -0.07; H 0.06; H 0.08; H 0.08; H 0.13